## 1
The following is a quantum chemistry calculation of C26H32IrN6O3S2 as an isolated structure, from the OMol25 dataset.

XYZ file:
```
70
Properties=species:S:1:pos:R:3:lowdin_charge:R:1
Ir -0.133 -0.166 0.433 1.4263
C -0.990 1.773 2.635 -0.0453
N -1.363 1.336 1.267 -0.3807
C -2.752 0.805 1.326 -0.0470
C -1.321 2.523 0.361 -0.1500
C -1.231 2.057 -1.067 -0.1630
N -0.006 1.221 -1.242 -0.3438
C 1.172 2.117 -1.384 -0.0545
C -0.134 0.498 -2.545 -0.0375
H -1.682 2.546 2.975 0.1163
H 0.019 2.177 2.632 0.0915
H -1.048 0.925 3.315 0.0948
H -3.440 1.596 1.630 0.1158
H -2.798 -0.001 2.053 0.0868
H -3.056 0.427 0.350 0.0679
H -0.445 3.112 0.632 0.1231
H -2.203 3.144 0.530 0.1470
H -1.206 2.899 -1.762 0.1483
H -2.095 1.446 -1.334 0.1199
H 0.997 2.798 -2.219 0.1153
H 2.051 1.511 -1.583 0.0851
H 1.311 2.713 -0.485 0.0809
H -0.201 1.238 -3.346 0.1189
H -1.035 -0.109 -2.546 0.0631
H 0.730 -0.134 -2.715 0.0696
S 2.840 -2.926 6.676 1.1188
N 3.349 -1.746 5.711 -0.1895
C 2.453 -1.629 4.743 -0.2954
C 2.528 -0.685 3.646 -0.0522
C 3.585 0.203 3.427 0.0694
C 3.544 1.010 2.314 0.0268
C 2.461 0.940 1.444 -0.0691
N 1.432 0.127 1.664 -0.0247
C 1.471 -0.700 2.742 -0.1220
C 0.374 -1.634 2.866 -0.1326
N -0.558 -1.555 1.892 -0.0444
C -1.560 -2.428 1.881 -0.0666
C -1.689 -3.401 2.869 0.0182
C -0.762 -3.475 3.883 0.0638
C 0.305 -2.574 3.891 -0.0516
C 1.378 -2.545 4.864 -0.2955
N 1.482 -3.335 5.921 -0.1886
H 4.416 0.230 4.119 0.1421
H 4.348 1.695 2.085 0.1356
H 2.430 1.534 0.549 0.0895
H -2.269 -2.360 1.065 0.1090
H -2.517 -4.093 2.818 0.1324
H -0.839 -4.222 4.663 0.1415
C 3.076 -3.104 -0.486 -0.1085
S 2.151 -1.778 -1.186 0.4754
O 0.860 -1.781 -0.334 -0.5020
O 1.832 -2.106 -2.546 -0.2868
O 2.852 -0.537 -0.937 -0.3230
H 2.699 -4.041 -0.887 0.0818
H 2.984 -3.076 0.596 0.0635
H 4.112 -2.955 -0.785 0.0846
C -2.569 -1.661 -1.469 0.0292
C -2.585 -2.273 -2.720 -0.3093
C -3.767 -2.278 -3.510 -0.0241
C -3.776 -2.883 -4.743 -0.0577
C -2.620 -3.493 -5.235 -0.0366
C -1.445 -3.492 -4.480 -0.0495
C -1.420 -2.898 -3.241 -0.0251
H -1.650 -1.673 -0.889 0.0044
H -3.439 -1.150 -1.074 0.0625
H -4.663 -1.805 -3.127 0.1171
H -4.681 -2.885 -5.335 0.1159
H -2.634 -3.966 -6.207 0.1162
H -0.551 -3.958 -4.871 0.1178
H -0.506 -2.886 -2.662 0.0910
```

For the LUMO energy (alpha / beta), the calculation gives -7.127 / -7.079 eV. For the gap between HOMO and LUMO (alpha / beta), the calculation gives 5.08 / 6.83 eV. The value obtained for the highest occupied orbital energy (alpha / beta) is -12.211 / -13.909 eV. Its net charge is +2. The multiplicity is 2.

---

## 2
The following is a quantum chemistry calculation of C26H32IrN6O3S2 as an isolated structure, from the OMol25 dataset.

XYZ file:
```
70
Properties=species:S:1:pos:R:3:lowdin_charge:R:1
Ir -0.545 0.344 0.314 1.3028
C -2.638 -1.603 -0.861 -0.0515
N -2.415 -0.146 -0.672 -0.3750
C -2.644 0.541 -1.970 -0.0456
C -3.487 0.301 0.268 -0.1793
C -3.173 1.683 0.759 -0.1659
N -1.823 1.666 1.385 -0.3127
C -1.460 3.092 1.624 -0.2326
C -1.903 0.934 2.692 -0.0535
H -3.670 -1.779 -1.175 0.1157
H -2.454 -2.121 0.078 0.1010
H -1.977 -2.002 -1.620 0.0549
H -3.658 0.337 -2.320 0.1144
H -1.947 0.188 -2.722 0.0782
H -2.501 1.613 -1.867 0.0901
H -3.527 -0.409 1.094 0.1246
H -4.455 0.272 -0.238 0.1458
H -3.911 2.039 1.481 0.1497
H -3.150 2.385 -0.072 0.1192
H -2.156 3.477 2.379 0.1306
H -1.613 3.620 0.683 0.1409
H 0.260 3.981 1.777 0.1249
H -2.882 1.091 3.149 0.1195
H -1.153 1.320 3.367 0.0341
H -1.751 -0.141 2.546 0.0922
S 6.498 1.271 -1.547 1.1180
N 5.836 1.405 -0.086 -0.1864
C 4.565 1.058 -0.211 -0.2862
C 3.577 1.041 0.844 -0.0669
C 3.813 1.321 2.188 0.0576
C 2.756 1.216 3.071 0.0080
C 1.488 0.908 2.599 -0.0849
N 1.235 0.688 1.308 -0.0418
C 2.285 0.689 0.459 -0.1513
C 1.967 0.232 -0.859 -0.1533
N 0.669 -0.232 -1.004 -0.0819
C 0.454 -1.044 -2.206 -0.3033
C 1.337 -0.748 -3.369 0.0349
C 2.526 -0.163 -3.210 0.0283
C 2.893 0.245 -1.882 -0.0373
C 4.214 0.690 -1.539 -0.2883
N 5.236 0.771 -2.389 -0.1933
H 4.808 1.589 2.518 0.1378
H 2.883 1.384 4.131 0.1265
H 0.669 0.855 3.296 0.0802
H -0.583 -0.941 -2.498 0.0767
H 1.015 -1.117 -4.334 0.1380
H 3.220 -0.010 -4.024 0.1322
C -0.734 3.778 7.113 -0.1498
S -0.675 3.256 5.395 0.7916
O -2.014 3.371 4.837 -0.3648
O 0.018 1.977 5.308 -0.3780
O -0.146 3.164 2.085 -0.0332
H -1.325 3.030 7.642 0.0799
H -1.214 4.752 7.133 0.0705
H 0.286 3.812 7.485 0.0695
C 0.671 -2.527 -1.779 -0.0780
C 0.365 -3.520 -2.877 -0.2322
C -0.704 -3.367 -3.756 -0.0600
C -0.967 -4.324 -4.725 -0.0611
C -0.164 -5.451 -4.825 -0.0617
C 0.905 -5.611 -3.957 -0.0541
C 1.169 -4.649 -2.994 -0.0300
H 1.712 -2.639 -1.468 0.1322
H 0.052 -2.703 -0.896 0.1134
H -1.347 -2.493 -3.716 0.1002
H -1.797 -4.188 -5.405 0.1124
H -0.368 -6.198 -5.581 0.1146
H 1.539 -6.484 -4.032 0.1151
H 2.011 -4.779 -2.324 0.1179
```

For the LUMO energy, the calculation gives -7.726 eV. For the gap between HOMO and LUMO, the calculation gives 5.92 eV. The value obtained for the highest occupied orbital energy is -13.644 eV. Its net charge is +2. The multiplicity is 2.

---

Which structure is the most stable? The one labeled 1.

---

## 1
The following is a quantum chemistry calculation of a 2-piece molecular cluster, C2H2ClP overall, from the OMol25 dataset.

XYZ file:
```
6
Properties=species:S:1:pos:R:3:lowdin_charge:R:1
C -1.677 0.478 0.495 -0.0006
C -1.100 -0.312 -0.181 -0.0323
P 3.249 -0.964 -0.123 0.0465
Cl 2.304 0.620 -0.502 -0.0191
H -2.156 0.784 1.373 0.0077
H -0.620 -0.605 -1.062 -0.0023
```

For the LUMO energy (alpha / beta), the calculation gives -1.100 / -1.098 eV. For the gap between HOMO and LUMO (alpha / beta), the calculation gives 6.97 / 6.99 eV. The value obtained for the highest occupied orbital energy (alpha / beta) is -8.073 / -8.091 eV. The multiplicity is 1.

---

## 2
The following is a quantum chemistry calculation of a 2-piece molecular cluster, C2H2ClP overall, from the OMol25 dataset.

XYZ file:
```
6
Properties=species:S:1:pos:R:3:lowdin_charge:R:1
C 0.187 -0.399 -0.553 -0.6350
C -0.277 0.528 0.438 -0.9612
P -1.349 -0.881 -0.517 0.8816
Cl -0.637 2.131 -0.158 0.5266
H 1.984 -1.767 -0.700 0.1123
H 0.092 0.389 1.490 0.0758
```

For the LUMO energy (alpha / beta), the calculation gives -1.311 / -0.692 eV. For the gap between HOMO and LUMO (alpha / beta), the calculation gives 8.11 / 7.95 eV. The value obtained for the highest occupied orbital energy (alpha / beta) is -9.421 / -8.646 eV. The multiplicity is 1.

---

Which structure is the most stable? The one labeled 1.